An isolated ion of composition C4H9N2O and charge +1 at a distorted geometry. Source: the Open Molecules 2025 dataset; level of theory: ωB97M-V with the def2-TZVPD basis set.

Last column: Mulliken charge in e.
Geometry (Å):
C 0.92 -1.16 -0.83  0.524
C 0.63 1.08 -0.22  -0.738
C -0.88 0.76 -0.39  0.526
C -1.71 0.70 0.91  -1.341
N 1.48 -0.18 -0.20  -0.155
N 0.94 -2.33 -1.34  -0.302
O -0.95 -0.37 -1.18  -0.531
H 0.95 1.75 -1.04  0.331
H 0.89 1.70 0.80  0.335
H -1.42 1.50 -0.99  0.382
H -2.13 1.70 0.99  0.363
H -1.10 0.52 1.73  0.345
H -2.46 -0.09 0.85  0.350
H 2.47 0.08 -0.25  0.340
H 1.76 -2.99 -1.18  0.297
H 0.18 -2.75 -1.77  0.275

Spin multiplicity   1
Total charge   +1
DFT total energy   -9311.290 eV
Frontier orbital gap (spin up / spin down)   8.81 / 8.81 eV
LUMO level (spin up / spin down)   -5.374 / -5.374 eV
SMILES   C[C@H]([O-])C[NH+]=C=[NH2+]
F_max   5.4 eV Å⁻¹